Model w:
Computed, not measured: a 2-piece molecular cluster, C4H6ClNO overall, with ωB97M-V/def2-TZVPD.

Values from the calculation:
Lowest unoccupied orbital energy (spin up / spin down) = 0.012 / 0.012 hartree
E_HOMO (spin up / spin down) = -8.10 / -8.10 eV

CARTESIAN COORDINATES (ANGSTROEM)
C: -0.4511 -0.5461 3.3724
C: -1.4908 -0.5045 1.1808
C: 1.0602 -0.5498 0.4558
C: 0.8917 0.6121 -0.4841
N: -1.1925 -0.5318 2.4160
O: 1.5340 -0.4835 1.5593
Cl: -0.8040 -0.5818 4.9929
H: -1.7173 0.4396 0.7147
H: -1.7327 -1.4216 0.6725
H: 0.8244 -1.5293 -0.0047
H: 1.7961 0.6709 -1.0919
H: 0.7926 1.5425 0.0674
H: 0.0480 0.4661 -1.1517



Model x:
Computed, not measured: C4H6ClNO in the gas phase, with ωB97M-V/def2-TZVPD.

Values from the calculation:
Lowest unoccupied orbital energy = 0.027 hartree
E_HOMO = -9.83 eV
SMILES string = O=C1NCC[C@H]1Cl

CARTESIAN COORDINATES (ANGSTROEM)
C: 1.0937 0.1235 0.4583
C: 0.2995 -1.0430 -0.0003
C: -1.1864 -0.5782 -0.0637
C: 0.2499 1.3278 -0.0737
H: 1.2681 0.1545 1.5172
H: 0.4784 -2.0187 0.5179
H: 0.5323 -1.1392 -1.0880
H: -1.6805 -0.5697 0.9391
H: -1.7763 -1.1661 -0.7388
H: -1.6192 1.4903 -0.8169
N: -0.9427 0.8055 -0.4618
O: 0.5696 2.4727 0.0937
Cl: 2.7136 0.1406 -0.2829



Unit: eV. Relative energies: model w 3.816; model x 0.000.